one) Computed, not measured: a cluster of 2 separate species, C9H14 in total, with the ωB97M-V functional and the def2-TZVPD basis.

Output
- E_HOMO: -9.01 eV
- SMILES: Cc1ccccc1.CC
- Frontier orbital gap: 10.032 eV
- Lowest unoccupied orbital energy: 1.02 eV

The geometry in ORCA input format:
```
! RIJCOSX wB97M-V def2-TZVPD def2/J DEFGRID3
* xyz 0 1
C -0.505 2.171 -2.548
C -0.510 1.609 -1.160
C -0.015 2.304 -0.060
C 0.027 1.740 1.202
C -0.361 0.412 1.378
C -0.806 -0.305 0.282
C -0.974 0.303 -0.949
H 0.321 1.743 -3.110
H -0.454 3.258 -2.604
H -1.428 1.939 -3.084
H 0.327 3.322 -0.233
H 0.434 2.290 2.038
H -0.399 -0.034 2.364
H -1.121 -1.335 0.388
H -1.412 -0.201 -1.800
C 0.814 -3.894 1.258
C 1.705 -2.877 0.539
H -0.225 -3.581 1.186
H 0.879 -4.893 0.811
H 1.059 -4.059 2.304
H 1.199 -2.510 -0.356
H 2.647 -3.312 0.226
H 1.854 -2.014 1.191
*
```

Computed natural (NBO) charges, given in elementary charges:
1. C -0.632
2. C -0.015
3. C -0.210
4. C -0.206
5. C -0.226
6. C -0.204
7. C -0.214
8. H 0.222
9. H 0.217
10. H 0.217
11. H 0.206
12. H 0.213
13. H 0.214
14. H 0.210
15. H 0.207
16. C -0.607
17. C -0.609
18. H 0.197
19. H 0.201
20. H 0.202
21. H 0.205
22. H 0.204
23. H 0.207

=====

two) Computed, not measured: a cluster of 2 separate species, C9H14 in total, with the ωB97M-V functional and the def2-TZVPD basis.

Output
- E_HOMO: -9.04 eV
- SMILES: Cc1ccccc1.CC
- Frontier orbital gap: 10.068 eV
- Lowest unoccupied orbital energy: 1.03 eV

The geometry in ORCA input format:
```
! RIJCOSX wB97M-V def2-TZVPD def2/J DEFGRID3
* xyz 0 1
C 0.751 1.849 2.376
C -0.062 1.054 1.345
C -0.234 1.432 0.026
C -1.093 0.845 -0.808
C -1.842 -0.200 -0.234
C -1.689 -0.643 1.090
C -0.788 0.027 1.946
H 1.495 2.480 1.790
H 1.618 1.423 2.957
H 0.157 2.452 3.013
H 0.285 2.383 -0.358
H -1.156 1.101 -1.946
H -2.550 -0.823 -0.713
H -2.169 -1.499 1.370
H -0.712 -0.342 3.013
C 1.528 -2.530 -2.635
C 2.081 -1.160 -2.135
H 1.241 -3.379 -2.006
H 0.818 -2.474 -3.373
H 2.286 -2.938 -3.271
H 2.135 -0.598 -3.064
H 3.136 -1.104 -1.819
H 1.508 -0.721 -1.426
*
```

Computed natural (NBO) charges, given in elementary charges:
1. C -0.643
2. C -0.039
3. C -0.215
4. C -0.213
5. C -0.219
6. C -0.200
7. C -0.198
8. H 0.209
9. H 0.229
10. H 0.220
11. H 0.214
12. H 0.228
13. H 0.208
14. H 0.201
15. H 0.221
16. C -0.618
17. C -0.600
18. H 0.205
19. H 0.202
20. H 0.200
21. H 0.202
22. H 0.203
23. H 0.205

=====

three) Computed, not measured: a cluster of 2 separate species, C9H14 in total, with the ωB97M-V functional and the def2-TZVPD basis.

Output
- E_HOMO: -9.04 eV
- SMILES: Cc1ccccc1.CC
- Frontier orbital gap: 10.062 eV
- Lowest unoccupied orbital energy: 1.02 eV

The geometry in ORCA input format:
```
! RIJCOSX wB97M-V def2-TZVPD def2/J DEFGRID3
* xyz 0 1
C 0.715 -0.271 2.751
C 0.403 -0.971 1.457
C -0.798 -0.772 0.817
C -0.965 -1.261 -0.488
C -0.018 -2.088 -1.043
C 1.053 -2.532 -0.252
C 1.355 -1.843 0.896
H 1.502 -0.717 3.372
H -0.086 -0.369 3.493
H 0.875 0.786 2.534
H -1.570 -0.144 1.246
H -1.762 -0.882 -1.106
H -0.185 -2.608 -1.981
H 1.653 -3.304 -0.710
H 2.239 -2.086 1.479
C -0.002 2.255 -2.082
C -1.054 2.499 -1.003
H -0.426 1.746 -2.941
H 0.540 3.145 -2.405
H 0.753 1.547 -1.743
H -1.359 3.554 -0.909
H -2.017 2.164 -1.383
H -0.848 2.153 0.001
*
```

Computed natural (NBO) charges, given in elementary charges:
1. C -0.641
2. C -0.005
3. C -0.224
4. C -0.200
5. C -0.229
6. C -0.197
7. C -0.223
8. H 0.219
9. H 0.219
10. H 0.222
11. H 0.212
12. H 0.212
13. H 0.211
14. H 0.211
15. H 0.211
16. C -0.621
17. C -0.626
18. H 0.206
19. H 0.207
20. H 0.212
21. H 0.205
22. H 0.206
23. H 0.211

=====

four) Computed, not measured: a cluster of 2 separate species, C9H14 in total, with the ωB97M-V functional and the def2-TZVPD basis.

Output
- E_HOMO: -9.03 eV
- SMILES: Cc1ccccc1.CC
- Frontier orbital gap: 10.040 eV
- Lowest unoccupied orbital energy: 1.01 eV

The geometry in ORCA input format:
```
! RIJCOSX wB97M-V def2-TZVPD def2/J DEFGRID3
* xyz 0 1
C 0.321 -1.300 -1.293
C 0.552 -1.558 0.185
C -0.036 -0.674 1.091
C 0.410 -0.633 2.404
C 1.381 -1.506 2.857
C 1.889 -2.463 1.985
C 1.538 -2.426 0.634
H 0.902 -0.455 -1.641
H -0.740 -1.040 -1.326
H 0.559 -2.153 -1.905
H -0.810 0.001 0.742
H -0.067 0.070 3.076
H 1.793 -1.476 3.859
H 2.646 -3.163 2.316
H 1.969 -3.234 0.049
C -0.927 3.194 -1.459
C -2.146 2.314 -1.752
H -0.685 3.671 -2.409
H -1.065 3.925 -0.667
H -0.045 2.588 -1.229
H -2.520 1.669 -0.960
H -1.929 1.668 -2.597
H -2.988 2.982 -1.958
*
```

Computed natural (NBO) charges, given in elementary charges:
1. C -0.627
2. C 0.003
3. C -0.222
4. C -0.203
5. C -0.228
6. C -0.194
7. C -0.229
8. H 0.219
9. H 0.213
10. H 0.214
11. H 0.209
12. H 0.211
13. H 0.213
14. H 0.209
15. H 0.210
16. C -0.606
17. C -0.606
18. H 0.203
19. H 0.206
20. H 0.200
21. H 0.198
22. H 0.203
23. H 0.202

=====

Stability, highest: one)

=====

one) Computed, not measured: a cluster of 2 separate species, C9H14 in total, with the ωB97M-V functional and the def2-TZVPD basis.

Output
- E_HOMO: -9.10 eV
- SMILES: Cc1ccccc1.CC
- Frontier orbital gap: 10.118 eV
- Lowest unoccupied orbital energy: 1.02 eV

The geometry in ORCA input format:
```
! RIJCOSX wB97M-V def2-TZVPD def2/J DEFGRID3
* xyz 0 1
C 2.558 0.501 0.540
C 1.288 -0.274 0.427
C 1.334 -1.612 0.070
C 0.174 -2.388 0.037
C -1.025 -1.831 0.430
C -1.064 -0.542 0.955
C 0.064 0.240 0.873
H 3.495 -0.064 0.511
H 2.700 1.000 1.505
H 2.643 1.245 -0.246
H 2.261 -2.122 -0.087
H 0.265 -3.425 -0.250
H -1.907 -2.448 0.521
H -1.909 -0.294 1.584
H 0.193 1.225 1.294
C -1.533 2.909 -1.047
C -1.451 1.519 -1.658
H -2.344 3.442 -1.540
H -1.975 2.857 -0.046
H -0.670 3.565 -1.038
H -0.872 0.824 -1.056
H -2.400 0.990 -1.749
H -0.953 1.644 -2.618
*
```

Computed natural (NBO) charges, given in elementary charges:
1. C -0.637
2. C -0.028
3. C -0.199
4. C -0.208
5. C -0.219
6. C -0.215
7. C -0.210
8. H 0.220
9. H 0.218
10. H 0.222
11. H 0.205
12. H 0.213
13. H 0.210
14. H 0.219
15. H 0.213
16. C -0.616
17. C -0.617
18. H 0.202
19. H 0.196
20. H 0.208
21. H 0.218
22. H 0.206
23. H 0.199

=====

two) Computed, not measured: a cluster of 2 separate species, C9H14 in total, with the ωB97M-V functional and the def2-TZVPD basis.

Output
- E_HOMO: -8.82 eV
- SMILES: Cc1ccccc1.CC
- Frontier orbital gap: 9.643 eV
- Lowest unoccupied orbital energy: 0.82 eV

The geometry in ORCA input format:
```
! RIJCOSX wB97M-V def2-TZVPD def2/J DEFGRID3
* xyz 0 1
C -0.834 -2.012 0.443
C -0.611 -0.722 1.128
C -0.757 0.596 0.626
C -0.590 1.673 1.420
C -0.354 1.667 2.827
C -0.541 0.298 3.347
C -0.700 -0.815 2.509
H -0.115 -2.772 0.139
H -0.986 -1.743 -0.635
H -1.712 -2.568 0.878
H -0.938 0.683 -0.356
H -0.675 2.776 1.144
H 0.203 2.601 3.191
H -0.564 0.005 4.405
H -0.901 -1.779 2.981
C 1.913 0.561 -2.755
C 0.571 -0.062 -3.304
H 2.260 1.525 -3.413
H 1.827 0.869 -1.695
H 2.741 -0.154 -2.673
H -0.225 -0.138 -2.565
H 0.687 -1.094 -3.471
H 0.300 0.605 -4.172
*
```

Computed natural (NBO) charges, given in elementary charges:
1. C -0.658
2. C 0.000
3. C -0.235
4. C -0.208
5. C -0.232
6. C -0.201
7. C -0.221
8. H 0.241
9. H 0.213
10. H 0.226
11. H 0.206
12. H 0.213
13. H 0.238
14. H 0.210
15. H 0.208
16. C -0.620
17. C -0.626
18. H 0.203
19. H 0.211
20. H 0.207
21. H 0.200
22. H 0.209
23. H 0.216

=====

Stability, highest: one)

=====

one) Computed, not measured: a cluster of 2 separate species, C9H14 in total, with the ωB97M-V functional and the def2-TZVPD basis.

Output
- E_HOMO: -9.03 eV
- SMILES: Cc1ccccc1.CC
- Frontier orbital gap: 10.066 eV
- Lowest unoccupied orbital energy: 1.03 eV

The geometry in ORCA input format:
```
! RIJCOSX wB97M-V def2-TZVPD def2/J DEFGRID3
* xyz 0 1
C -2.642 -0.374 -2.461
C -1.510 -0.766 -1.571
C -1.609 -1.746 -0.589
C -0.619 -1.917 0.339
C 0.552 -1.184 0.400
C 0.743 -0.254 -0.647
C -0.261 -0.133 -1.618
H -3.279 -1.248 -2.611
H -2.307 -0.181 -3.484
H -3.188 0.478 -2.066
H -2.450 -2.433 -0.605
H -0.718 -2.730 1.057
H 1.259 -1.272 1.209
H 1.611 0.390 -0.661
H -0.071 0.666 -2.325
C 2.430 1.861 3.006
C 2.177 3.090 2.154
H 1.559 1.280 3.290
H 3.119 1.124 2.591
H 2.846 2.149 3.975
H 3.048 3.244 1.515
H 2.068 3.996 2.750
H 1.264 3.021 1.562
*
```

Computed natural (NBO) charges, given in elementary charges:
1. C -0.635
2. C 0.001
3. C -0.222
4. C -0.209
5. C -0.221
6. C -0.200
7. C -0.222
8. H 0.216
9. H 0.220
10. H 0.226
11. H 0.208
12. H 0.207
13. H 0.215
14. H 0.213
15. H 0.203
16. C -0.616
17. C -0.615
18. H 0.206
19. H 0.203
20. H 0.204
21. H 0.205
22. H 0.205
23. H 0.208

=====

two) Computed, not measured: a cluster of 2 separate species, C9H14 in total, with the ωB97M-V functional and the def2-TZVPD basis.

Output
- E_HOMO: -8.92 eV
- SMILES: Cc1ccccc1.CC
- Frontier orbital gap: 9.910 eV
- Lowest unoccupied orbital energy: 0.99 eV

The geometry in ORCA input format:
```
! RIJCOSX wB97M-V def2-TZVPD def2/J DEFGRID3
* xyz 0 1
C -1.907 0.544 1.189
C -0.530 1.044 1.353
C -0.154 2.377 1.212
C 1.222 2.660 1.181
C 2.161 1.673 1.377
C 1.785 0.346 1.629
C 0.430 0.080 1.687
H -2.139 0.192 0.189
H -2.644 1.368 1.187
H -2.083 -0.348 1.848
H -0.892 3.211 1.048
H 1.457 3.721 1.046
H 3.276 1.813 1.383
H 2.483 -0.455 1.825
H -0.020 -0.880 1.900
C -0.994 -2.361 -2.670
C 0.442 -1.981 -2.299
H -1.140 -3.468 -2.698
H -1.782 -1.953 -2.050
H -1.251 -1.982 -3.664
H 0.557 -1.888 -1.197
H 1.144 -2.679 -2.679
H 0.579 -1.033 -2.797
*
```

Computed natural (NBO) charges, given in elementary charges:
1. C -0.637
2. C -0.024
3. C -0.216
4. C -0.200
5. C -0.234
6. C -0.202
7. C -0.212
8. H 0.223
9. H 0.220
10. H 0.219
11. H 0.214
12. H 0.214
13. H 0.217
14. H 0.216
15. H 0.202
16. C -0.607
17. C -0.609
18. H 0.199
19. H 0.202
20. H 0.199
21. H 0.206
22. H 0.204
23. H 0.205

=====

three) Computed, not measured: a cluster of 2 separate species, C9H14 in total, with the ωB97M-V functional and the def2-TZVPD basis.

Output
- E_HOMO: -9.06 eV
- SMILES: Cc1ccccc1.CC
- Frontier orbital gap: 10.096 eV
- Lowest unoccupied orbital energy: 1.04 eV

The geometry in ORCA input format:
```
! RIJCOSX wB97M-V def2-TZVPD def2/J DEFGRID3
* xyz 0 1
C 1.035 -2.206 0.561
C 1.221 -0.701 0.503
C 1.710 -0.081 -0.655
C 1.795 1.294 -0.725
C 1.434 2.070 0.366
C 0.960 1.452 1.517
C 0.871 0.081 1.594
H 0.012 -2.396 0.874
H 1.778 -2.650 1.221
H 1.135 -2.652 -0.422
H 1.975 -0.777 -1.444
H 2.153 1.734 -1.643
H 1.446 3.138 0.348
H 0.701 2.098 2.348
H 0.550 -0.377 2.528
C -2.352 -0.537 -1.442
C -2.361 0.485 -0.284
H -3.371 -0.783 -1.726
H -1.857 -0.071 -2.293
H -1.747 -1.402 -1.208
H -1.461 1.105 -0.308
H -2.428 0.007 0.693
H -3.200 1.169 -0.404
*
```

Computed natural (NBO) charges, given in elementary charges:
1. C -0.631
2. C -0.008
3. C -0.214
4. C -0.209
5. C -0.227
6. C -0.201
7. C -0.217
8. H 0.219
9. H 0.222
10. H 0.212
11. H 0.209
12. H 0.213
13. H 0.213
14. H 0.211
15. H 0.209
16. C -0.607
17. C -0.608
18. H 0.203
19. H 0.202
20. H 0.200
21. H 0.210
22. H 0.200
23. H 0.200

=====

Stability, highest: three)